DFT (wB97M-V/def2-TZVPD) results for a cluster of 2 separate species, C6H10Si in total at a distorted geometry.

```
17
Properties=species:S:1:pos:R:3:forces:R:3:mulliken_charge:R:1
C -0.236569 2.524691 0.957353 -3.72 -4.47 -2.10 0.2083
C -0.995096 1.664511 0.534304 0.87 1.00 0.79 -0.6888
Si -2.154850 0.321529 0.098651 -0.16 -0.75 -0.34 0.2168
C -3.808108 0.645305 -0.343490 1.70 0.62 1.73 -0.7914
C -1.253919 -1.377602 -0.186544 -2.61 0.63 0.94 -0.2612
C -1.019495 -2.319925 0.774904 1.73 1.55 -1.95 -0.5773
H 0.292656 3.294333 1.251676 2.52 3.31 1.36 0.4798
H -4.481296 -0.156333 -0.440263 -0.69 -1.07 -0.51 0.3174
H -4.270345 1.469415 0.207601 0.18 0.27 -0.66 0.2487
H -1.460567 -1.613673 -1.257513 1.20 -0.44 0.78 0.3122
H -0.407768 -3.123047 0.367207 -0.71 -0.79 0.46 0.2593
H -0.955228 -2.154252 1.856664 -0.31 0.16 -0.52 0.2712
C 2.761739 0.128179 -0.005636 -3.37 -0.34 2.70 -0.9144
H 2.357245 -0.628299 0.726360 0.22 0.60 -0.65 0.2151
H 2.655236 -0.305435 -0.927353 -0.35 -0.93 -2.48 0.2809
H 3.764755 0.170636 0.223855 2.16 1.08 0.52 0.3524
H 2.059189 0.997189 0.094994 1.34 -0.43 -0.10 0.0709
```
Positions in Å, forces in eV/Å.

The value obtained for the HOMO energy is -0.3057 Ha. The calculation puts the max |F| at 6.18 eV Å⁻¹. Its HOMO-LUMO gap is 8.3420 eV. The SMILES is C#C[Si](=C)C=C.C. The value obtained for the energy relative to the best compared isomer or geometry (same formula, charge and spin) is 304.2 kJ/mol. The total energy is -14256.483 eV.

=====

DFT (wB97M-V/def2-TZVPD) results for a structure of composition C6H11AlFO3 at a distorted geometry.

```
22
Properties=species:S:1:pos:R:3:forces:R:3:mulliken_charge:R:1
C 2.561412 -1.391462 0.390457 0.23 1.42 -1.09 -0.4807
C 2.777214 -0.401181 -0.937945 0.18 -1.77 -5.05 0.6037
O 2.848226 -0.849925 -2.197574 -0.19 3.04 8.41 -0.5320
O 2.834371 1.061363 -0.607865 -2.37 -3.33 -0.33 -0.3292
C 1.379041 1.417042 -0.520076 -3.84 1.23 -5.26 0.4063
O 0.766148 1.556989 -1.725908 4.45 -0.92 8.14 -0.4548
C 0.572661 1.569062 0.929771 1.62 -0.49 -0.27 -0.5802
Al -1.444322 1.358583 0.435839 -0.20 -0.22 -0.57 0.1688
C -1.899049 -0.654807 0.607716 -0.74 -0.98 -0.90 -0.3130
C -2.838885 -1.017309 -0.719532 1.87 -0.36 0.55 -0.3370
F -3.653702 0.156365 -1.116335 0.86 -2.62 0.80 -0.2952
H 3.071244 -2.413444 0.132401 -1.17 2.02 0.61 0.2857
H 1.386000 -1.466039 0.532616 2.56 0.02 -0.23 -0.0472
H 3.057589 -0.824220 1.305253 -1.14 -1.41 -1.94 0.2772
H 0.855861 0.698686 1.693752 -0.08 1.76 -1.78 0.1480
H 0.808313 2.571508 1.485181 -0.11 -1.71 -1.37 0.3274
H -2.407738 2.159700 1.407601 -0.05 0.26 0.63 -0.2759
H -1.744362 1.861150 -1.063670 0.16 0.09 0.19 -0.2500
H -0.911241 -1.297553 0.507825 -2.04 0.91 0.33 -0.0224
H -2.462091 -0.855018 1.625456 1.13 0.04 -2.06 0.2542
H -3.466724 -2.000929 -0.559799 0.54 2.33 -0.43 0.2558
H -2.089968 -1.238559 -1.605164 -1.67 0.69 1.61 0.1903
```
Positions in Å, forces in eV/Å.

The value obtained for the HOMO energy is -0.1729 Ha. As for the net charge: -1. The calculation puts the max |F| at 9.32 eV Å⁻¹. Its HOMO-LUMO gap is 7.7388 eV. The total energy is -21853.685 eV.

=====

DFT (wB97M-V/def2-TZVPD) results for a structure of composition C6H11BBr18O4P2 at a distorted geometry.

```
42
Properties=species:S:1:pos:R:3:forces:R:3:mulliken_charge:R:1
O 2.368954 -4.324903 -1.868098 -0.72 1.06 -3.52 -0.5759
P 2.134364 -3.691990 -3.299115 0.60 -0.82 4.06 0.4139
B 0.492795 -4.502520 -3.975288 0.03 0.62 -0.67 0.3592
P -1.133860 -3.560633 -3.443754 -1.29 2.71 4.91 0.6653
O -0.981091 -3.234646 -1.873823 -0.61 -1.55 -5.34 -0.5815
O -1.110956 -2.013785 -4.261697 -0.47 -2.11 1.95 -0.5266
O -2.584493 -4.498683 -3.726372 2.71 1.36 1.24 -0.5280
H 3.271133 -3.918050 -4.153602 -0.76 0.34 0.04 0.0650
H 1.913440 -2.262612 -3.128470 0.35 -0.99 -0.89 -0.0761
H 0.479779 -5.470025 -4.663998 0.00 -0.06 0.38 0.0079
H -1.166933 -1.279882 -3.557737 0.04 -1.78 -1.09 0.3681
H -2.733938 -4.983645 -2.856460 0.25 0.99 -1.30 0.3545
C 2.236513 0.227880 -0.915369 0.02 -0.33 0.29 -0.1362
Br 1.287297 1.912076 -0.699691 0.13 -0.31 -0.10 -0.0111
Br 1.018863 -1.288452 -0.961894 0.15 0.70 0.15 0.0597
Br 3.417750 0.255428 -2.460735 -0.33 0.05 0.31 -0.0355
H 2.869885 0.102306 -0.031007 -0.19 0.12 -0.40 0.1892
C -1.946610 1.141923 1.727427 0.12 0.13 -0.10 0.0340
Br -2.883949 2.207480 3.057852 -0.17 -0.42 -0.42 0.0143
Br -1.063726 -0.397532 2.524103 -0.18 0.38 -0.14 -0.0427
Br -3.113895 0.627221 0.258835 0.44 -0.13 0.65 0.0225
H -1.161513 1.777204 1.304264 -0.31 -0.25 0.16 0.0345
C -4.240378 4.287036 -1.269340 -0.08 0.10 -0.13 -0.3322
Br -5.402689 2.727205 -1.266670 0.09 0.55 -0.10 -0.0312
Br -4.584586 5.448804 0.252473 0.11 -0.36 -0.35 -0.0099
Br -2.363357 3.790923 -1.391400 -0.37 0.21 0.01 -0.0115
H -4.478464 4.861639 -2.170546 0.13 -0.28 0.42 0.3465
C 1.859154 2.232827 3.358824 -0.06 -0.11 -0.04 0.0585
Br 0.292073 3.286058 3.826805 0.68 -0.26 -0.14 0.0007
Br 3.149300 3.269673 2.336779 -0.27 -0.19 0.34 -0.0513
Br 2.669908 1.407309 4.922613 -0.20 0.25 -0.41 -0.0148
H 1.516121 1.420213 2.709970 0.10 0.33 0.27 -0.0251
C 7.371793 1.252224 -0.343585 0.14 0.06 0.05 -0.3825
Br 7.299881 1.643911 -2.247648 -0.01 -0.13 0.45 -0.0252
Br 5.634368 1.464481 0.505179 0.45 -0.01 -0.16 0.1126
Br 8.139112 -0.500769 0.006377 -0.25 0.43 -0.12 -0.0140
H 8.041401 1.990609 0.109668 -0.33 -0.34 -0.20 0.3302
C -5.387031 -0.345133 5.593374 -0.14 -0.15 0.09 -0.3408
Br -6.177123 1.381302 5.170027 0.22 -0.40 0.09 -0.0253
Br -4.950583 -1.354445 3.988724 -0.06 0.32 0.38 -0.0023
Br -3.853431 -0.168670 6.777083 -0.35 0.00 -0.35 -0.0089
H -6.145277 -0.919356 6.135919 0.36 0.28 -0.25 0.3518
```
Positions in Å, forces in eV/Å.

The value obtained for the HOMO energy is -0.3635 Ha. The calculation puts the max |F| at 5.75 eV Å⁻¹. Its HOMO-LUMO gap is 7.7327 eV. The total energy is -1294606.431 eV.

=====

DFT (wB97M-V/def2-TZVPD) results for a cluster of 2 separate species, C6H11BFN4O4 in total at a distorted geometry.

```
27
Properties=species:S:1:pos:R:3:forces:R:3:mulliken_charge:R:1
C -1.044975 -3.917878 0.068005 -0.15 0.66 -0.29 -0.8545
B -0.452156 -2.463055 0.152305 -0.37 -1.05 1.58 0.3659
O -0.117960 -1.991955 1.389680 0.45 0.42 -1.63 -0.4341
N -0.170972 -1.543289 -1.016609 -0.31 -1.34 0.88 0.2808
C -0.902490 -1.110174 -2.030176 0.47 0.87 -0.90 -0.1130
N -0.218771 -0.256922 -2.811988 -0.08 -0.18 0.45 -0.5701
C 0.998963 -0.193400 -2.250138 -0.07 -0.53 0.49 0.6559
N 2.073398 0.499236 -2.613592 0.19 0.62 -0.57 -0.4093
N 1.049343 -0.982416 -1.146203 0.62 1.39 -1.14 -0.2510
H -2.036100 -3.887544 0.565458 0.46 -0.23 -0.19 0.3259
H -1.161810 -4.319284 -0.949263 0.04 0.05 0.42 0.3314
H -0.379955 -4.565549 0.669908 -0.41 0.19 -0.28 0.3036
H 0.260782 -1.095192 1.325265 -0.35 -0.21 0.72 0.3413
H -1.939187 -1.404579 -2.200741 0.43 0.05 0.17 0.4252
H 3.008308 0.244438 -2.326033 -0.28 0.06 0.06 0.2156
H 1.991992 1.278300 -3.253801 -0.10 -0.34 -0.07 0.2535
H 1.878999 -1.085964 -0.573813 -0.56 -0.50 0.38 0.2037
C -0.654023 2.398216 0.833792 -0.44 0.06 -0.45 -0.1530
C -0.493032 1.945120 2.261020 0.38 0.05 0.15 0.2517
O 0.490369 2.818780 2.761414 -0.55 0.00 -0.28 -0.2953
C 0.363671 3.985257 2.050166 0.35 0.71 0.04 0.5637
O 0.837295 5.016286 2.366763 0.01 -0.16 -0.06 -0.4417
O -0.391325 3.791668 0.927831 0.10 -0.36 0.31 -0.3276
F -0.015501 0.664567 2.327800 0.02 -0.09 0.01 -0.3112
H 0.078247 1.934319 0.165241 0.09 -0.10 0.17 0.0692
H -1.654008 2.213433 0.444269 -0.01 0.22 0.01 0.3071
H -1.399101 2.027582 2.863441 0.04 -0.26 0.05 0.2664
```
Positions in Å, forces in eV/Å.

The value obtained for the HOMO energy is -0.5168 Ha. As for the net charge: +1. The calculation puts the max |F| at 1.93 eV Å⁻¹. Its HOMO-LUMO gap is 10.2465 eV. The total energy is -23940.186 eV.

=====

DFT (wB97M-V/def2-TZVPD) results for the ion C6H11BNO2 with charge +1 at a distorted geometry.

```
21
Properties=species:S:1:pos:R:3:forces:R:3:mulliken_charge:R:1
C 1.311571 0.884294 -1.930872 -0.06 2.24 0.59 -0.7674
N 0.494934 0.797684 -0.629085 0.28 -1.79 -1.28 0.1567
C -0.483974 -0.320391 -0.626201 -2.79 -1.45 5.43 -0.5550
C -1.136619 -0.673770 0.692915 0.95 -0.11 -7.25 0.2093
B -2.321985 -1.816884 0.728513 0.59 -1.50 1.21 0.6626
O -2.971397 -1.830373 1.956085 -0.62 0.07 -0.16 -0.5676
O -2.312421 -2.825723 -0.229890 0.75 2.53 0.49 -0.5104
C -0.739063 0.075283 1.801219 1.27 0.73 3.56 -0.3328
C 0.422132 0.759376 1.859922 -1.18 -1.02 -3.54 -0.6822
C 1.281254 0.899805 0.626922 3.73 0.41 -0.40 -0.3820
H 0.910965 0.307916 -2.749593 -0.62 0.01 0.04 0.3284
H 1.403874 2.021208 -2.193649 -0.06 -2.30 0.41 0.3139
H 2.240617 0.463531 -1.670480 1.38 -0.28 0.01 0.3386
H 0.004447 1.631731 -0.706503 -1.87 2.03 0.28 0.3173
H -0.868221 -0.675740 -1.579844 0.43 0.08 0.21 0.3470
H -3.713060 -2.343976 2.385020 1.40 0.59 -1.48 0.3284
H -2.949450 -3.511335 -0.143068 -0.89 -0.85 0.23 0.2970
H -1.225798 0.016035 2.824411 -0.07 -0.05 -1.75 0.3105
H 0.537856 1.375409 2.654075 1.15 1.55 2.46 0.4749
H 1.970084 1.831763 0.523118 -1.94 -0.80 0.47 0.4090
H 2.198111 0.206658 0.516301 -1.82 -0.10 0.48 0.3038
```
Positions in Å, forces in eV/Å.

The value obtained for the HOMO energy is -0.4689 Ha. As for the net charge: +1. The calculation puts the max |F| at 7.31 eV Å⁻¹. Its HOMO-LUMO gap is 8.3766 eV. The SMILES is C[N@H+]1C=C(B(O)O)C=CC1. The value obtained for the energy relative to the best compared isomer or geometry (same formula, charge and spin) is 176.1 kJ/mol. The total energy is -12655.217 eV.

=====

Which of these has the highest max |F|? C6H11AlFO3

=====

Look up the max |F| of the fourth one. 1.93 eV Å⁻¹

=====

Which value of max |F| does entry 1 give? 6.18 eV Å⁻¹

=====

Number 1 is which compound? C6H10Si